(1)
The molecule C20H25N3O5. Source: the OMol25 dataset; level of theory: ωB97M-V/def2-TZVPD.

Last column: natural (NBO) charge in e.
Element x y z (Å)
C: -5.67519 3.49102 1.52343  -0.25
O: -6.40856 3.13030 0.38100  -0.53
C: -5.81050 2.13803 -0.41590  -0.05
C: -5.87383 0.72779 0.19533  -0.53
C: -5.31815 -0.28810 -0.78739  0.69
O: -6.05928 -0.93153 -1.50632  -0.63
N: -3.97072 -0.41011 -0.87266  -0.45
C: -2.97175 0.17167 -0.00942  -0.22
H: -3.38741 0.97283 0.59727  0.21
C: -2.35755 -0.90648 0.88959  -0.44
H: -1.59095 -0.45449 1.52077  0.22
H: -3.12806 -1.34083 1.52886  0.21
C: -1.74684 -2.01977 0.02634  0.10
C: -2.79748 -2.55254 -0.95295  -0.42
H: -2.33023 -3.26771 -1.62962  0.22
C: -3.40859 -1.40873 -1.76106  -0.23
H: -4.21226 -1.77668 -2.39970  0.25
H: -2.63442 -0.94005 -2.37534  0.20
H: -3.58027 -3.06152 -0.38929  0.22
H: -1.40055 -2.84565 0.66424  0.19
O: -0.66744 -1.53077 -0.75393  -0.53
C: 0.55220 -1.32687 -0.19456  0.41
C: 0.90356 -1.60154 1.12431  -0.34
C: 2.19253 -1.35399 1.55673  -0.13
C: 3.15971 -0.84782 0.69700  -0.19
C: 2.80165 -0.55877 -0.61888  -0.18
C: 1.51655 -0.79272 -1.05467  -0.27
H: 1.22513 -0.56907 -2.06904  0.22
H: 3.51463 -0.11710 -1.30003  0.22
C: 4.52118 -0.59164 1.24008  0.68
O: 4.72148 -0.28917 2.40196  -0.63
N: 5.53140 -0.77342 0.35299  -0.60
H: 5.32674 -0.94077 -0.61871  0.41
C: 6.88499 -0.38838 0.65915  -0.26
C: 7.40479 0.60726 -0.32052  0.14
N: 6.77234 0.88030 -1.43302  -0.15
O: 7.50165 1.80031 -2.10253  -0.26
C: 8.59332 2.09164 -1.39300  0.14
C: 8.60263 1.36716 -0.24116  -0.36
H: 9.32838 1.36579 0.54321  0.24
H: 9.26737 2.81428 -1.80737  0.21
H: 7.54450 -1.26792 0.65933  0.21
H: 6.88040 0.03337 1.67038  0.26
H: 2.46860 -1.55460 2.58088  0.23
H: 0.18883 -2.00653 1.82340  0.22
H: -2.18085 0.59449 -0.64049  0.21
H: -5.35246 0.68955 1.15149  0.21
H: -6.92235 0.47687 0.36190  0.24
H: -4.76613 2.40963 -0.63659  0.16
H: -6.37614 2.14205 -1.35070  0.20
H: -4.64597 3.77030 1.26280  0.16
H: -6.18300 4.35230 1.95295  0.20
H: -5.64764 2.68834 2.26941  0.16

## Properties
**LUMO**: 0.63 eV
**Highest occupied orbital energy**: -8.8 eV
**Orbital gap**: 9.43 eV
**SMILES**: COCCC(=O)N1CCC(Oc2ccc(C(=O)NCc3ccon3)cc2)CC1

***

(2)
The molecule C20H25N3O6S. Source: the OMol25 dataset; level of theory: ωB97M-V/def2-TZVPD.

Last column: natural (NBO) charge in e.
Element x y z (Å)
C: -2.37541 -1.87085 -1.93243  -0.63
C: -1.78072 -3.26312 -1.79075  -0.08
H: -0.92835 -3.38026 -2.46789  0.20
H: -2.52684 -4.03417 -1.99341  0.19
O: -1.33803 -3.52220 -0.45199  -0.51
C: -0.10740 -3.14134 -0.14043  0.82
O: 0.66012 -2.59383 -0.88575  -0.62
C: 0.23459 -3.56692 1.27803  -0.63
H: -0.62858 -3.45760 1.93110  0.26
H: 0.58296 -4.60039 1.27985  0.26
S: 1.61284 -2.56578 1.88069  0.29
C: 0.87451 -0.98917 1.65048  0.35
N: -0.38363 -0.98389 1.38944  -0.55
C: -1.00991 0.21797 1.22141  0.16
C: -2.37335 0.23832 0.92179  -0.13
C: -3.01577 1.44936 0.74266  -0.15
C: -2.31396 2.65579 0.88176  -0.19
C: -0.97652 2.64508 1.19506  -0.14
C: -0.30879 1.42851 1.36367  -0.19
C: 1.11040 1.39762 1.69090  0.67
O: 1.80533 2.37694 1.87999  -0.60
N: 1.66370 0.10873 1.77957  -0.45
C: 3.08813 0.00053 2.00512  -0.26
H: 3.41780 0.97971 2.35897  0.25
H: 3.27193 -0.74858 2.77976  0.21
C: 3.90178 -0.40189 0.74054  -0.21
N: 3.77248 0.40355 -0.43280  -0.46
C: 4.07639 1.81461 -0.31123  -0.26
C: 3.95553 2.44856 -1.69199  -0.07
H: 4.63010 1.92551 -2.38593  0.17
O: 2.63340 2.40461 -2.19945  -0.53
C: 1.85788 1.34985 -1.67116  -0.07
C: 2.69541 0.11020 -1.36585  -0.26
H: 2.04821 -0.68519 -0.99219  0.23
H: 3.14010 -0.24256 -2.30754  0.19
H: 1.09901 1.11910 -2.42401  0.19
H: 1.34068 1.68951 -0.76072  0.16
H: 4.23717 3.50437 -1.65680  0.19
H: 3.41271 2.34961 0.38712  0.20
H: 5.10504 1.91525 0.04931  0.20
H: 4.95259 -0.38067 1.05242  0.20
H: 3.65137 -1.42751 0.46503  0.21
H: -0.41419 3.55897 1.31243  0.24
H: -2.85019 3.58105 0.73945  0.24
C: -4.45918 1.51504 0.40068  0.78
O: -5.09861 2.53478 0.33229  -0.58
O: -4.98585 0.30286 0.16331  -0.51
C: -6.36555 0.28662 -0.17084  -0.26
H: -6.54047 0.85484 -1.08677  0.20
H: -6.95630 0.72987 0.63337  0.20
H: -6.63317 -0.75752 -0.31130  0.19
H: -2.90470 -0.69482 0.84114  0.23
H: -1.63525 -1.11998 -1.66640  0.22
H: -2.68000 -1.71371 -2.96322  0.22
H: -3.24145 -1.75537 -1.28649  0.21

## Properties
**LUMO**: -0.22 eV
**Highest occupied orbital energy**: -8.0 eV
**Orbital gap**: 7.80 eV
**SMILES**: CCOC(=O)CSc1nc2cc(C(=O)OC)ccc2c(=O)n1CCN1CCOCC1

***

(3)
A structure of composition C20H25N4O5SSiTl. Source: the OMol25 dataset; level of theory: ωB97M-V/def2-TZVPD.

Last column: natural (NBO) charge in e.
Element x y z (Å)
Tl: 0.81457 0.32979 -1.11853  1.15
O: 1.14865 -5.01182 2.47755  -0.65
C: 1.12404 -3.92847 1.66924  0.35
C: 0.80257 -4.01579 0.31571  -0.30
C: 0.81262 -2.85088 -0.43011  0.14
N: 1.09774 -1.69108 0.13393  -0.53
C: 1.39833 -1.58586 1.42105  0.11
C: 1.43943 -2.69475 2.23708  -0.27
C: 1.69875 -0.17094 1.90790  0.75
O: 1.78663 0.01920 3.11577  -0.65
O: 1.81529 0.70526 0.97144  -0.83
C: 0.50670 -2.83748 -1.93903  0.74
O: 0.10612 -3.88903 -2.42701  -0.65
O: 0.73023 -1.71269 -2.50337  -0.77
H: 0.92771 -5.80000 1.97232  0.49
H: 0.55655 -4.95124 -0.17213  0.25
H: 1.69276 -2.60301 3.28463  0.26
C: 2.03417 3.99435 1.48996  -0.41
N: 3.02307 3.32136 0.68215  -0.38
C: 4.20677 2.72889 1.31278  -0.22
C: 4.81684 1.87220 0.19200  -0.22
N: 3.90741 2.14032 -0.92258  -0.59
C: 2.84469 2.86972 -0.55694  0.37
S: 1.52564 3.22024 -1.58454  -0.20
H: 2.48920 4.84752 1.99552  0.20
H: 1.62926 3.30496 2.23473  0.22
H: 1.22992 4.34667 0.85204  0.24
H: 3.89411 2.11629 2.15879  0.23
H: 4.87785 3.51628 1.65678  0.20
H: 4.80309 0.81679 0.45193  0.21
H: 5.83360 2.16793 -0.05533  0.20
H: 3.92641 1.64293 -1.79330  0.43
C: -4.09876 1.06337 0.80674  -1.13
Si: -2.29718 0.52868 0.77620  1.78
C: -1.27302 2.01969 1.23263  -1.15
C: -2.02817 -0.95906 1.87695  -1.14
N: -1.73418 0.08681 -0.84597  -0.84
C: -2.41518 -0.33246 -1.90477  0.14
C: -3.79263 -0.73886 -1.82872  -0.14
C: -4.45873 -1.18491 -2.94025  -0.24
C: -3.80984 -1.24591 -4.18006  -0.13
C: -2.46770 -0.87125 -4.28904  -0.21
C: -1.77903 -0.43271 -3.18854  -0.13
H: -4.24899 1.80249 1.59866  0.25
H: -4.77527 0.22632 1.00265  0.23
H: -4.39245 1.52262 -0.14210  0.24
H: -1.73773 2.56600 2.06029  0.24
H: -1.19335 2.70093 0.37735  0.25
H: -0.25980 1.74872 1.54065  0.26
H: -2.87603 -1.11267 2.55072  0.25
H: -1.12646 -0.83928 2.48534  0.26
H: -1.90627 -1.86575 1.27407  0.25
H: -4.28495 -0.73206 -0.86467  0.21
H: -5.49450 -1.48822 -2.85708  0.22
H: -4.34605 -1.59732 -5.05195  0.22
H: -1.96607 -0.92883 -5.24685  0.23
H: -0.73840 -0.15401 -3.27268  0.24

## Properties
**LUMO (alpha / beta)**: -1.87 / -1.99 eV
**Highest occupied orbital energy (alpha / beta)**: -8.5 / -7.4 eV
**Orbital gap (alpha / beta)**: 6.65 / 5.41 eV

***

(4)
The molecule C20H25N5O2. Source: the OMol25 dataset; level of theory: ωB97M-V/def2-TZVPD.

Last column: natural (NBO) charge in e.
Element x y z (Å)
C: -5.51502 -1.38412 -0.75288  -0.61
H: -6.14282 -1.65607 -1.59823  0.20
C: -4.04305 -1.58771 -1.08646  -0.40
C: -3.13857 -1.13357 0.06021  -0.22
N: -3.33080 0.28191 0.33611  -0.46
C: -2.70596 1.13211 -0.67557  -0.24
H: -3.48817 1.57864 -1.30235  0.19
C: -1.85705 2.25840 -0.07465  -0.22
N: -0.90289 1.71233 0.86125  -0.43
C: 0.43841 1.79467 0.82113  0.69
O: 1.12713 1.18519 1.62788  -0.66
C: 1.10330 2.63558 -0.26071  -0.50
C: 1.38496 1.74758 -1.48308  -0.22
N: 1.96386 0.48889 -1.05034  -0.42
C: 3.25583 0.49198 -0.58428  0.39
N: 3.95904 1.60146 -0.76724  -0.46
C: 5.20918 1.64550 -0.34486  0.05
C: 5.83792 0.58536 0.28646  -0.27
C: 5.11909 -0.58267 0.48279  -0.17
C: 3.80422 -0.64881 0.04280  0.10
N: 2.99443 -1.75754 0.18637  -0.29
C: 3.24751 -2.95884 0.76016  -0.04
C: 2.11912 -3.73714 0.66720  -0.28
C: 1.13621 -2.98351 0.01345  -0.22
C: 1.69789 -1.75538 -0.27930  0.00
C: 1.11620 -0.59911 -0.91247  0.67
O: -0.03228 -0.55722 -1.32362  -0.63
H: 0.13603 -3.28362 -0.22525  0.24
H: 2.01557 -4.73960 1.03235  0.23
H: 4.19694 -3.19315 1.19762  0.21
H: 5.57323 -1.42897 0.97408  0.22
H: 6.85943 0.66697 0.62028  0.22
H: 5.72193 2.58040 -0.52458  0.20
H: 0.46198 1.49847 -2.01103  0.24
H: 2.08791 2.24260 -2.15465  0.23
H: 0.52002 3.50838 -0.54558  0.22
H: 2.06022 2.96623 0.14625  0.25
C: -1.46319 0.82954 1.87776  -0.23
C: -2.97212 0.68124 1.67847  -0.22
H: -3.47261 1.62955 1.90015  0.19
H: -3.35385 -0.06040 2.38230  0.21
H: -0.97016 -0.14565 1.79618  0.21
H: -1.23446 1.23247 2.87065  0.21
H: -1.34500 2.77209 -0.88523  0.22
H: -2.49389 2.98714 0.44167  0.19
H: -2.05280 0.52486 -1.31101  0.22
H: -3.40745 -1.69376 0.95934  0.19
H: -2.09247 -1.36190 -0.19512  0.20
H: -3.79140 -1.02892 -1.98840  0.20
H: -3.84831 -2.64371 -1.28440  0.20
H: -5.80081 -1.99590 0.09995  0.20
H: -5.69242 -0.34229 -0.50153  0.22

## Properties
**LUMO**: 0.37 eV
**Highest occupied orbital energy**: -8.1 eV
**Orbital gap**: 8.45 eV
**SMILES**: CCCN1CCN(C(=O)CCn2c(=O)c3cccn3c3cccnc32)CC1

***

(5)
The molecule C20H25N5O4S. Source: the OMol25 dataset; level of theory: ωB97M-V/def2-TZVPD.

Last column: natural (NBO) charge in e.
Element x y z (Å)
C: 5.26764 4.58527 -1.71871  -0.64
C: 5.41206 3.13018 -1.29596  -0.07
H: 5.79945 2.53417 -2.12870  0.20
H: 6.07169 3.03430 -0.43045  0.18
O: 4.16885 2.57887 -0.87004  -0.53
C: 3.34711 2.15211 -1.86130  0.89
O: 3.64281 2.16552 -3.03457  -0.67
N: 2.15527 1.72911 -1.38759  -0.45
C: 1.82590 1.58891 0.01379  -0.24
H: 2.63107 2.00471 0.61595  0.24
C: 1.62240 0.10029 0.33771  -0.23
N: 0.62831 -0.53542 -0.50567  -0.45
C: 0.98447 -0.35429 -1.90254  -0.23
C: 1.19858 1.11777 -2.28638  -0.24
H: 1.59220 1.19596 -3.30012  0.25
H: 0.25393 1.66990 -2.22720  0.19
H: 0.20475 -0.79104 -2.52769  0.22
H: 1.91508 -0.90362 -2.07166  0.20
C: -0.75857 -0.17481 -0.22037  -0.11
C: -1.06421 -0.28043 1.24134  -0.27
C: -1.40713 0.74320 2.06075  0.45
N: -1.65923 0.31174 3.33330  -0.21
C: -1.52160 -1.02956 3.53944  0.17
N: -1.78677 -1.31332 4.79670  -0.50
C: -2.08656 -0.10534 5.33165  0.34
N: -2.02118 0.90585 4.47867  -0.34
C: -2.45590 0.06580 6.75346  -0.65
H: -3.34436 -0.52191 6.97443  0.23
H: -1.64868 -0.29470 7.38747  0.23
H: -2.64602 1.11545 6.95524  0.23
S: -1.05981 -1.82630 2.09380  0.44
O: -1.50236 2.04930 1.74467  -0.65
H: -1.78778 2.53113 2.53438  0.51
C: -1.69975 -1.10115 -0.96135  -0.01
C: -1.41363 -2.45174 -1.03649  -0.23
C: -2.29221 -3.33100 -1.66854  0.30
C: -3.47044 -2.83731 -2.21979  -0.30
C: -3.75138 -1.48375 -2.13611  -0.18
C: -2.87774 -0.61343 -1.51324  -0.25
H: -3.10866 0.43981 -1.45307  0.21
H: -4.66764 -1.10802 -2.56680  0.21
H: -4.17235 -3.49043 -2.71343  0.22
O: -1.90640 -4.63443 -1.69087  -0.49
C: -2.75345 -5.57894 -2.29887  -0.25
H: -3.72762 -5.62531 -1.80140  0.18
H: -2.24969 -6.53818 -2.19112  0.20
H: -2.89783 -5.36485 -3.36298  0.18
H: -0.50007 -2.83751 -0.61457  0.23
H: -0.99221 0.86815 -0.49734  0.21
H: 1.34170 -0.01829 1.38493  0.21
H: 2.56504 -0.43028 0.17313  0.20
H: 0.90306 2.14514 0.21715  0.19
H: 4.83907 5.17262 -0.90985  0.21
H: 6.24283 4.98926 -1.97528  0.21
H: 4.61800 4.65082 -2.58790  0.22

## Properties
**LUMO**: 0.56 eV
**Highest occupied orbital energy**: -8.3 eV
**Orbital gap**: 8.84 eV
**SMILES**: CCOC(=O)N1CCN([C@@H](c2cccc(OC)c2)c2sc3nc(C)nn3c2O)CC1

***

(6)
A cluster of 2 separate species, C20H25N6O3 in total. Source: the OMol25 dataset; level of theory: ωB97M-V/def2-TZVPD.

Last column: natural (NBO) charge in e.
Element x y z (Å)
O: 1.30310 -2.59042 2.61063  -0.61
O: 0.45259 -1.36386 -3.64292  -0.62
O: -3.03063 0.53457 -2.16881  -0.64
N: 2.78684 2.40939 1.60842  -0.42
C: 1.99142 -2.08860 3.48660  0.69
C: -0.58421 -1.55327 -3.02868  0.69
C: -3.12340 -0.44566 -1.43619  0.66
C: -0.79327 1.78397 -0.61412  -0.05
C: -1.02460 0.96391 0.46264  0.15
C: -0.40351 2.95317 1.22476  0.26
C: 2.68527 1.48359 2.57748  0.01
C: 2.81265 2.56592 -2.03084  -0.21
C: 2.55529 1.23262 -2.36522  -0.18
C: 2.43790 0.11599 2.33969  0.10
C: 2.89728 2.94110 -0.68434  -0.23
C: 2.39222 0.27519 -1.36026  -0.21
C: 2.31743 -0.29526 1.00473  -0.18
C: 2.72037 1.99738 0.33123  0.18
C: 2.46562 0.65026 -0.01165  -0.12
N: -0.41878 3.01925 -0.12155  -0.45
N: 2.41295 -0.76917 3.43835  -0.62
N: -4.30180 -0.96023 -1.06576  -0.60
N: -0.70267 -1.07636 -1.78954  -0.63
N: -0.76789 1.70927 1.59926  -0.47
C: 2.33538 -2.90054 4.72225  -0.71
C: -1.71723 -2.33062 -3.66877  -0.72
C: -5.59831 -0.45085 -1.51747  -0.42
C: -1.43532 -0.50191 0.47017  -0.44
C: -1.85661 -1.12450 -0.87754  -0.11
H: -0.88080 1.52365 -1.66455  0.30
H: -0.08114 3.74883 1.89169  0.26
H: 2.80014 1.81625 3.60488  0.20
H: 2.96948 3.30048 -2.81703  0.23
H: 2.50652 0.92647 -3.40837  0.25
H: 3.12435 3.96662 -0.41287  0.23
H: 2.23444 -0.76344 -1.64177  0.24
H: 2.16819 -1.33732 0.73827  0.25
H: -0.15236 3.82004 -0.68751  0.47
H: 2.89898 -0.46155 4.27733  0.41
H: -4.30171 -1.77259 -0.46929  0.40
H: 0.12828 -0.60979 -1.45791  0.41
H: -0.79562 1.35185 2.54630  0.46
H: 3.41987 -2.94523 4.85331  0.24
H: 1.88490 -2.44678 5.60854  0.23
H: 1.95562 -3.92150 4.61933  0.26
H: -2.54430 -1.65783 -3.88676  0.24
H: -2.03694 -3.13563 -3.01109  0.22
H: -1.35734 -2.75832 -4.60460  0.26
H: -5.56678 0.63820 -1.60246  0.23
H: -5.84013 -0.86576 -2.49879  0.21
H: -6.38306 -0.72663 -0.81023  0.22
H: -2.26173 -0.61718 1.17376  0.24
H: -0.59948 -1.08306 0.86887  0.26
H: -2.09743 -2.17414 -0.70159  0.22

## Properties
**Total charge**: +1
**LUMO**: -2.96 eV
**Highest occupied orbital energy**: -11.2 eV
**Orbital gap**: 8.23 eV